Record 1
# C25H49Br21O7S2

A structure of composition C25H49Br21O7S2 (ωB97M-V/def2-TZVPD, the OMol25 dataset).

E_tot in Ha: -56359.30211
HOMO energy in eV: -9.4
Strongest force on any atom in eV/A: 2.42

Structure (XYZ):
```
104
Properties=species:S:1:pos:R:3:forces:R:3
O 1.146 0.235 -3.093 0.559 0.023 -0.965
S 1.311 1.259 -4.087 -1.704 0.756 1.012
O 0.360 2.337 -3.988 0.681 -0.228 -0.478
O 1.179 0.623 -5.583 0.647 0.723 0.963
C 2.951 2.009 -4.025 -0.163 -0.063 0.122
C 3.329 2.359 -2.558 0.725 -0.088 -0.926
C 4.615 1.632 -2.084 -1.463 0.281 0.236
C 4.318 0.354 -1.288 1.890 -0.264 -0.102
Br 5.522 0.516 0.328 -0.358 0.133 -0.186
C 4.737 -0.995 -1.866 -0.231 -0.662 0.575
O 4.253 -1.919 -0.832 -0.823 0.755 0.261
S 2.900 -1.311 -0.199 -1.234 -1.509 1.436
O 2.926 -1.112 1.220 1.007 0.215 -0.999
O 1.795 -2.123 -0.613 0.818 0.986 -0.978
O 2.983 0.143 -0.934 -0.133 -0.414 0.449
H 1.892 1.050 -6.087 -0.259 -0.247 -0.343
H 2.874 2.929 -4.603 -0.214 -0.081 -0.106
H 3.701 1.378 -4.504 -0.183 -0.197 0.105
H 2.499 2.203 -1.872 0.011 0.017 0.005
H 3.568 3.422 -2.572 -0.167 0.019 0.181
H 5.302 1.431 -2.907 -0.076 -0.186 -0.019
H 5.124 2.316 -1.415 0.060 -0.020 -0.031
H 5.811 -1.152 -1.895 -0.027 0.170 -0.228
H 4.207 -1.307 -2.781 0.559 0.569 0.553
Br -1.882 -1.793 -3.386 -0.093 -0.036 -0.084
C -1.487 -0.954 -1.679 0.179 0.067 -0.002
C -1.058 -1.957 -0.648 -0.180 -0.004 0.111
Br -2.566 -2.972 0.079 0.019 -0.079 -0.046
H -2.372 -0.397 -1.392 -0.031 -0.024 0.019
H -0.673 -0.263 -1.889 0.005 -0.088 0.042
H -0.623 -1.444 0.204 0.039 -0.009 0.021
H -0.354 -2.685 -1.034 -0.114 0.072 0.040
Br -3.919 3.088 -1.474 0.065 -0.064 0.003
C -5.475 1.932 -1.657 -0.042 0.170 0.067
C -5.868 1.308 -0.344 0.052 -0.206 0.022
Br -4.667 -0.143 0.143 -0.062 0.089 0.061
H -5.228 1.196 -2.416 0.004 -0.030 0.031
H -6.270 2.578 -2.024 -0.015 -0.003 0.037
H -6.854 0.854 -0.417 -0.003 0.025 -0.037
H -5.858 2.015 0.480 -0.006 0.045 -0.038
Br 0.457 1.408 1.178 0.046 -0.012 0.049
C -1.148 2.219 1.925 -0.010 -0.161 -0.220
C -1.327 3.634 1.450 -0.072 0.138 0.197
Br -0.118 4.858 2.364 0.027 -0.004 -0.062
H -1.068 2.141 3.004 0.002 0.051 0.009
H -1.972 1.600 1.577 -0.081 0.017 -0.046
H -2.328 3.989 1.684 -0.041 -0.056 0.003
H -1.144 3.745 0.387 0.015 -0.043 -0.038
Br -4.610 1.913 3.726 -0.029 0.022 -0.090
C -5.544 3.497 4.368 0.026 -0.201 0.103
C -6.811 3.746 3.594 0.020 0.191 -0.091
Br -6.434 4.505 1.841 0.003 -0.051 0.000
H -4.843 4.322 4.306 -0.033 0.028 -0.029
H -5.769 3.292 5.413 -0.051 0.013 -0.012
H -7.428 4.484 4.102 0.014 -0.013 0.032
H -7.393 2.844 3.430 0.012 -0.011 0.017
Br 3.602 -4.752 -6.300 -0.049 -0.003 0.035
C 1.996 -3.879 -5.628 0.133 -0.119 0.108
C 2.001 -2.405 -5.921 -0.143 0.019 0.239
Br 3.201 -1.451 -4.713 0.288 -0.673 -0.774
H 1.940 -4.097 -4.566 0.032 0.078 0.037
H 1.168 -4.360 -6.143 0.152 0.085 0.136
H 1.017 -1.974 -5.745 0.284 -0.142 0.126
H 2.320 -2.174 -6.932 0.015 -0.037 -0.016
Br -10.213 1.642 4.150 -0.035 -0.032 -0.039
C -9.673 -0.211 4.421 0.021 0.165 0.141
C -8.295 -0.472 3.879 -0.060 -0.163 -0.167
Br -8.296 -0.612 1.941 0.008 0.099 -0.011
H -10.433 -0.831 3.955 0.024 -0.005 -0.038
H -9.692 -0.362 5.498 0.040 -0.005 -0.004
H -7.918 -1.428 4.231 -0.023 -0.011 0.020
H -7.586 0.310 4.137 0.010 -0.015 0.035
Br 7.703 0.682 2.599 0.269 0.050 0.296
C 7.973 -1.214 2.933 -0.086 0.153 0.146
C 9.399 -1.619 2.680 0.033 -0.176 -0.152
Br 9.778 -1.749 0.774 0.021 0.062 0.036
H 7.262 -1.747 2.308 0.035 -0.012 -0.031
H 7.715 -1.362 3.980 0.049 -0.012 0.009
H 9.589 -2.612 3.080 -0.041 0.001 0.014
H 10.115 -0.916 3.096 -0.041 0.036 0.018
Br 0.159 -4.194 -8.417 -0.185 0.010 -0.311
C -1.547 -3.717 -7.604 0.017 -0.120 -0.228
C -1.950 -2.307 -7.944 -0.050 0.171 0.216
Br -0.930 -1.012 -6.915 -0.384 0.125 -0.429
H -1.441 -3.876 -6.536 -0.027 0.043 0.046
H -2.265 -4.429 -8.007 -0.006 0.019 -0.002
H -2.991 -2.137 -7.677 -0.003 -0.056 0.013
H -1.803 -2.067 -8.992 0.011 -0.071 -0.015
Br 10.255 1.058 6.323 0.042 0.049 -0.007
C 9.409 2.739 6.825 -0.053 -0.219 0.061
C 8.409 3.186 5.794 0.003 0.196 -0.120
Br 9.280 3.929 4.223 -0.017 -0.051 -0.005
H 10.206 3.459 6.978 -0.007 0.020 -0.039
H 8.914 2.539 7.773 -0.032 0.007 -0.020
H 7.789 3.989 6.186 0.025 -0.011 0.054
H 7.775 2.376 5.446 0.028 -0.033 0.012
Br -6.581 -4.224 2.905 0.054 0.089 0.051
C -4.888 -4.202 3.867 -0.140 -0.163 -0.101
C -5.048 -3.705 5.279 0.112 0.124 0.023
Br -5.288 -1.776 5.335 0.054 0.018 0.038
H -4.208 -3.595 3.277 0.023 0.037 0.055
H -4.541 -5.233 3.871 -0.001 0.001 0.022
H -4.148 -3.905 5.855 0.019 0.004 -0.035
H -5.905 -4.139 5.784 -0.008 -0.054 -0.050
```
Forces are in eV/Å.

These are the Mulliken partial charges, in e, on atoms 1 to 99: O -0.31; S 0.73; O -0.64; O -0.24; C -0.95; C -0.92; C -1.20; C 0.11; Br 0.04; C 0.45; O -0.33; S 1.01; O -0.56; O -0.51; O 0.02; H 0.30; H 0.49; H 0.55; H 0.48; H 0.46; H 0.48; H 0.57; H 0.38; H -0.55; Br -0.16; C 1.16; C -0.59; Br -0.24; H -0.27; H -0.49; H 0.24; H 0.46; Br -0.16; C -0.68; C -0.02; Br -0.07; H 0.42; H 0.45; H 0.25; H -0.20; Br -0.11; C -0.29; C -0.51; Br -0.18; H 0.40; H 0.04; H 0.27; H 0.33; Br -0.11; C -0.67; C -0.25; Br -0.14; H 0.44; H 0.36; H 0.38; H 0.00; Br -0.16; C -0.57; C 0.07; Br -0.07; H 0.41; H 0.17; H -0.41; H 0.61; Br -0.17; C -0.63; C -0.18; Br -0.10; H 0.38; H 0.40; H 0.13; H 0.14; Br -0.12; C -0.59; C -0.55; Br -0.14; H 0.38; H 0.35; H 0.37; H 0.30; Br -0.15; C -0.51; C -0.61; Br -0.07; H 0.25; H 0.41; H 0.34; H 0.41; Br -0.14; C -0.58; C -0.54; Br -0.13; H 0.38; H 0.34; H 0.36; H 0.30; Br -0.13; C -0.54; C -0.59



Record 2
# C9H13NO2Si

An isolated molecule of C9H13NO2Si (ωB97M-V/def2-TZVPD, the OMol25 dataset).

E_tot in Ha: -845.36072
HOMO energy in eV: -9.8
Relative energy (zero: lowest compared OMol25 entry of this formula, charge and spin) in eV: 1.081
SMILES: C[Si](C)(C)c1ccccc1[N+](=O)[O-]
Strongest force on any atom in eV/A: 4.73

Structure (XYZ):
```
26
Properties=species:S:1:pos:R:3:forces:R:3
C 2.783 2.010 0.210 -1.851 -1.146 -0.246
C 1.514 2.644 0.171 0.963 0.556 0.404
C 2.782 0.601 0.141 -2.051 0.295 0.221
C 0.360 1.861 0.168 -1.257 3.335 -0.745
C 1.557 -0.134 0.075 0.630 4.476 0.597
C 0.300 0.526 0.089 0.947 -3.520 -0.479
C -2.642 0.843 0.111 0.045 -2.181 -1.189
C -1.206 -1.735 1.373 1.701 -2.828 -1.402
C -1.359 -1.321 -1.792 -0.626 -0.969 1.955
N 1.627 -1.507 0.057 1.025 -4.469 -1.150
O 2.569 -2.087 0.603 -0.799 0.866 -0.112
O 0.795 -2.147 -0.622 1.126 1.120 1.091
Si -1.293 -0.553 -0.070 -0.045 2.339 0.396
H 3.726 2.507 0.293 0.236 0.467 -0.106
H 1.360 3.766 0.170 0.567 -1.511 0.052
H 3.669 0.033 0.145 1.014 -0.397 0.040
H -0.589 2.434 0.068 0.707 -0.492 0.382
H -2.369 1.461 -0.754 -0.208 0.430 0.428
H -3.620 0.365 -0.184 0.695 0.683 0.717
H -2.629 1.335 1.081 -0.239 0.146 -0.238
H -0.517 -1.604 2.231 -0.729 0.649 -0.366
H -2.210 -2.022 1.662 -0.029 -0.224 0.388
H -0.655 -2.691 0.864 -1.775 1.828 1.236
H -1.267 -2.367 -1.386 -0.398 0.544 -1.352
H -2.228 -1.138 -2.405 -0.328 -0.107 0.035
H -0.459 -1.079 -2.299 0.677 0.108 -0.556
```
Forces are in eV/Å.

Here is what natural (NBO) gives for the atomic charges, in e: C -0.22; C -0.16; C -0.15; C -0.22; C 0.02; C -0.36; C -1.10; C -1.16; C -1.09; N 0.50; O -0.36; O -0.41; Si 1.62; H 0.23; H 0.23; H 0.23; H 0.22; H 0.23; H 0.24; H 0.24; H 0.26; H 0.24; H 0.26; H 0.25; H 0.23; H 0.25



Record 3
# C2H10N2

A cluster of 2 separate species, C2H10N2 in total (ωB97M-V/def2-TZVPD, the OMol25 dataset).

E_tot in Ha: -191.62916
HOMO energy (spin up / spin down) in eV: 1.4 / -4.5
Relative energy (zero: lowest compared OMol25 entry of this formula, charge and spin) in eV: 0.384
Charge: -1
Strongest force on any atom in eV/A: 0.80
Multiplicity: 2

Structure (XYZ):
```
14
Properties=species:S:1:pos:R:3:forces:R:3
N 2.085 -2.349 0.858 -0.373 -0.263 0.539
H 2.558 -1.720 1.496 0.156 0.026 -0.152
H 2.712 -2.650 0.130 0.136 0.218 -0.209
H 1.311 -1.826 0.461 0.064 0.053 -0.207
C -1.787 0.009 -0.270 -0.104 -0.113 -0.395
N -0.476 0.488 -0.592 0.366 -0.330 0.627
C -0.060 1.776 -0.106 0.165 0.246 -0.611
H -2.077 0.388 0.702 -0.133 0.097 0.181
H -2.562 0.300 -1.002 -0.034 0.100 0.160
H -1.793 -1.084 -0.199 -0.016 -0.048 -0.023
H -0.145 0.235 -1.504 -0.002 0.170 -0.138
H -0.762 2.592 -0.329 -0.194 0.004 0.134
H 0.867 2.062 -0.619 0.054 -0.120 0.168
H 0.131 1.778 0.975 -0.084 -0.043 -0.073
```
Forces are in eV/Å.

Here is what natural (NBO) gives for the atomic charges, in e: N -1.22; H 0.33; H 0.33; H 0.37; C -0.59; N -0.74; C -0.80; H 0.19; H 0.14; H 0.17; H 0.35; H 0.14; H 0.17; H 0.17



Record 4
# C3H10N2S

A cluster of 2 separate species, C3H10N2S in total (ωB97M-V/def2-TZVPD, the OMol25 dataset).

E_tot in Ha: -627.86379
HOMO energy in eV: -6.0
Relative energy (zero: lowest compared OMol25 entry of this formula, charge and spin) in eV: 3.560
Strongest force on any atom in eV/A: 1.62

Structure (XYZ):
```
16
Properties=species:S:1:pos:R:3:forces:R:3
C -2.462 -0.735 -0.822 -0.163 -1.094 0.392
S -0.857 -1.021 -1.676 -0.304 0.355 -0.414
H -3.144 -1.617 -0.974 0.732 0.670 0.468
H -2.088 -0.675 0.229 -1.316 0.107 -0.440
H -3.085 0.129 -1.132 0.751 -0.120 0.178
C 0.848 0.864 0.400 1.311 -0.865 0.383
C 1.390 0.954 1.661 -0.630 -0.185 -1.240
N 2.298 -0.183 1.991 0.734 0.427 0.980
N -0.204 1.463 -0.139 -0.310 0.371 1.266
H 1.396 0.160 -0.274 -0.924 0.300 0.282
H 1.057 1.582 2.488 0.230 -0.543 -0.147
H 1.865 -0.899 2.600 0.136 0.461 -0.209
H 2.654 -0.707 1.181 -0.374 0.481 -0.103
H 3.125 0.208 2.473 -0.304 -0.572 -0.116
H -0.676 1.985 0.619 -0.310 -0.361 -1.137
H -0.715 0.704 -0.788 0.742 0.567 -0.143
```
Forces are in eV/Å.

Here is what natural (NBO) gives for the atomic charges, in e: C -0.76; S -0.60; H 0.21; H 0.18; H 0.19; C 0.12; C -0.35; N -0.67; N -0.81; H 0.20; H 0.22; H 0.42; H 0.44; H 0.42; H 0.36; H 0.42